1.
Below is a cluster of 12 separate species, C32H64F9N24O21S in total, with properties calculated with the ωB97M-V functional and the def2-TZVPD basis.

Bonds (Å) are listed after each position.
Cartesian coordinates (Å):
1 C -0.288 -5.363 0.434  N2 1.491, H44 1.142, H45 1.151, H46 1.160
2 N -1.090 -5.097 -0.794  C1 1.491, C3 1.506, C4 1.478
3 C -0.375 -5.516 -2.052  N2 1.506, H47 1.157, H48 1.142, H49 1.150
4 C -2.433 -5.711 -0.727  N2 1.478, O5 1.274, C6 1.626
5 O -2.573 -6.868 -0.214  C4 1.274
6 C -3.776 -4.958 -1.251  C4 1.626, C7 1.624, H50 1.143, H51 1.144
7 C -3.804 -3.527 -0.485  C6 1.624, C8 1.560, N29 1.472
8 C -3.413 -3.578 1.024  C7 1.560, C9 1.571, H52 1.141
9 C -3.408 -2.243 1.854  C8 1.571, C10 1.596, C20 1.551
10 C -3.072 -2.154 3.411  C9 1.596, O11 1.247, O12 1.443
11 O -3.978 -1.770 4.177  C10 1.247
12 O -1.809 -2.532 3.999  C10 1.443, S13 1.697
13 S -0.945 -1.104 4.309  O12 1.697, O14 1.518, O15 1.510, C16 1.891
14 O -1.719 0.130 3.883  S13 1.518
15 O -0.542 -0.989 5.759  S13 1.510
16 C 0.574 -1.183 3.184  S13 1.891, F17 1.415, F18 1.417, F19 1.435
17 F 1.714 -1.434 3.984  C16 1.415
18 F 0.668 0.024 2.448  C16 1.417
19 F 0.369 -2.235 2.230  C16 1.435
20 C -3.754 -0.937 1.092  C9 1.551, C21 1.576, H53 1.142
21 C -4.132 -1.009 -0.436  C20 1.576, C22 1.614, N29 1.469
22 C -4.465 0.416 -1.119  C21 1.614, C23 1.633, H54 1.141, H55 1.159
23 C -3.159 1.397 -1.107  C22 1.633, C24 1.603, H56 1.159, H57 1.158
24 C -2.252 1.274 -2.423  C23 1.603, C25 1.611, H58 1.147, H59 1.151
25 C -1.327 -0.044 -2.464  C24 1.611, O26 1.456, H60 1.157, H61 1.153
26 O 0.072 0.203 -2.149  C25 1.456, C27 1.426
27 C 0.380 -0.531 -0.966  O26 1.426, O28 1.261, H62 1.152
28 O 0.401 -1.789 -0.880  C27 1.261
29 N -4.171 -2.278 -1.173  C7 1.472, C21 1.469, C30 1.479
30 C -4.555 -2.315 -2.601  N29 1.479, O31 1.262, C32 1.604
31 O -3.685 -1.922 -3.427  C30 1.262
32 C -5.962 -2.809 -3.192  C30 1.604, F33 1.442, F34 1.440, C35 1.604
33 F -5.929 -4.215 -3.509  C32 1.442
34 F -6.098 -2.160 -4.470  C32 1.440
35 C -7.252 -2.378 -2.341  C32 1.604, F36 1.441, F37 1.442, C38 1.605
36 F -8.324 -2.235 -3.293  C35 1.441
37 F -7.092 -1.058 -1.784  C35 1.442
38 C -7.762 -3.453 -1.263  C35 1.605, F39 1.441, F40 1.423, C41 1.608
39 F -8.739 -4.266 -1.941  C38 1.441
40 F -6.760 -4.338 -0.775  C38 1.423
41 C -8.513 -2.831 0.016  C38 1.608, O42 1.247, O43 1.448
42 O -8.044 -1.981 0.799  C41 1.247
43 O -9.836 -3.333 0.324  C41 1.448, H63 0.997
44 H 0.711 -4.810 0.405  C1 1.142
45 H -0.050 -6.474 0.616  C1 1.151
46 H -0.865 -4.969 1.360  C1 1.160
47 H -0.194 -4.547 -2.658  C3 1.157
48 H 0.624 -6.041 -1.873  C3 1.142
49 H -1.062 -6.161 -2.712  C3 1.150
50 H -3.643 -4.829 -2.379  C6 1.143
51 H -4.650 -5.634 -0.951  C6 1.144
52 H -3.133 -4.536 1.575  C8 1.141
53 H -3.743 0.042 1.679  C20 1.142
54 H -4.951 0.327 -2.148  C22 1.141
55 H -5.234 0.944 -0.432  C22 1.159
56 H -2.548 1.258 -0.132  C23 1.159
57 H -3.542 2.488 -1.066  C23 1.158
58 H -1.550 2.181 -2.468  C24 1.147
59 H -2.942 1.283 -3.344  C24 1.151
60 H -1.418 -0.484 -3.530  C25 1.157
61 H -1.773 -0.850 -1.769  C25 1.153
62 H 0.678 0.073 -0.033  C27 1.152
63 H -9.637 -4.063 0.972  O43 0.997
64 C 0.693 3.165 0.461  O65 1.228, N66 1.352, N67 1.351
65 O -0.257 2.587 -0.060  C64 1.228
66 N 1.940 2.644 0.495  C64 1.352, H68 1.005, H69 1.006
67 N 0.580 4.376 1.050  C64 1.351, H70 1.007, H71 1.007
68 H 2.727 3.107 0.916  N66 1.005
69 H 2.075 1.743 0.069  N66 1.006
70 H -0.331 4.805 1.050  N67 1.007
71 H 1.349 4.862 1.482  N67 1.007
72 C 4.604 3.841 -1.871  O73 1.225, N74 1.354, N75 1.354
73 O 4.317 3.847 -0.680  C72 1.225
74 N 3.777 3.342 -2.820  C72 1.354, H76 1.004, H77 1.009
75 N 5.775 4.332 -2.340  C72 1.354, H78 1.008, H79 1.004
76 H 3.996 3.328 -3.800  N74 1.004
77 H 2.892 2.966 -2.511  N74 1.009
78 H 6.419 4.711 -1.663  N75 1.008
79 H 6.031 4.337 -3.311  N75 1.004
80 C 2.358 7.698 2.364  O81 1.226, N82 1.352, N83 1.353
81 O 2.451 6.486 2.525  C80 1.226
82 N 2.346 8.272 1.140  C80 1.352, H84 1.007, H85 1.008
83 N 2.259 8.565 3.397  C80 1.353, H86 1.007, H87 1.004
84 H 2.271 9.264 0.986  N82 1.007
85 H 2.417 7.658 0.344  N82 1.008
86 H 2.264 8.176 4.326  N83 1.007
87 H 2.182 9.561 3.287  N83 1.004
88 C 4.879 10.953 0.554  O89 1.224, N90 1.354, N91 1.355
89 O 3.781 11.445 0.332  C88 1.224
90 N 5.194 9.684 0.200  C88 1.354, H92 1.004, H93 1.006
91 N 5.874 11.633 1.174  C88 1.355, H94 1.007, H95 1.004
92 H 6.087 9.259 0.372  N90 1.004
93 H 4.478 9.149 -0.263  N90 1.006
94 H 5.677 12.580 1.453  N91 1.007
95 H 6.780 11.247 1.365  N91 1.004
96 C 4.049 -2.100 -1.914  O97 1.222, N98 1.355, N99 1.354
97 O 4.001 -3.222 -1.434  C96 1.222
98 N 5.183 -1.573 -2.434  C96 1.355, H100 1.005, H101 1.008
99 N 2.971 -1.282 -1.971  C96 1.354, H102 1.012, H103 1.005
100 H 5.241 -0.652 -2.834  N98 1.005
101 H 6.010 -2.149 -2.413  N98 1.008
102 H 2.101 -1.635 -1.594  N99 1.012
103 H 2.992 -0.357 -2.364  N99 1.005
104 C 1.853 -2.552 9.069  O105 1.219, N106 1.357, N107 1.358
105 O 2.066 -2.688 10.262  C104 1.219
106 N 2.213 -3.483 8.150  C104 1.357, H108 1.004, H109 1.007
107 N 1.239 -1.456 8.555  C104 1.358, H110 1.008, H111 1.005
108 H 2.047 -3.389 7.164  N106 1.004
109 H 2.672 -4.312 8.492  N106 1.007
110 H 0.956 -0.740 9.206  N107 1.008
111 H 1.055 -1.324 7.576  N107 1.005
112 C -0.485 -7.499 -5.253  O113 1.224, N114 1.354, N115 1.356
113 O -0.125 -6.650 -4.448  C112 1.224
114 N 0.390 -8.263 -5.948  C112 1.354, H116 1.004, H117 1.007
115 N -1.791 -7.749 -5.517  C112 1.356, H118 1.007, H119 1.004
116 H 0.115 -8.965 -6.612  N114 1.004
117 H 1.370 -8.108 -5.779  N114 1.007
118 H -2.473 -7.201 -5.020  N115 1.007
119 H -2.106 -8.441 -6.173  N115 1.004
120 C -2.709 -2.519 9.474  O121 1.220, N122 1.357, N123 1.356
121 O -2.632 -1.757 10.423  C120 1.220
122 N -3.870 -3.120 9.109  C120 1.357, H124 1.004, H125 1.007
123 N -1.641 -2.832 8.700  C120 1.356, H126 1.010, H127 1.004
124 H -3.954 -3.749 8.333  N122 1.004
125 H -4.687 -2.911 9.661  N122 1.007
126 H -0.758 -2.405 8.939  N123 1.010
127 H -1.683 -3.456 7.915  N123 1.004
128 C 2.919 -1.448 -5.998  O129 1.225, N130 1.353, N131 1.356
129 O 2.950 -0.228 -5.898  C128 1.225
130 N 3.729 -2.260 -5.280  C128 1.353, H132 1.004, H133 1.009
131 N 2.070 -2.091 -6.837  C128 1.356, H134 1.007, H135 1.004
132 H 3.719 -3.262 -5.346  N130 1.004
133 H 4.376 -1.818 -4.644  N130 1.009
134 H 1.450 -1.521 -7.389  N131 1.007
135 H 2.029 -3.090 -6.934  N131 1.004
136 C 6.216 4.264 2.315  O137 1.224, N138 1.354, N139 1.357
137 O 7.014 3.659 1.613  C136 1.224
138 N 5.099 4.847 1.819  C136 1.354, H140 1.006, H141 1.013
139 N 6.382 4.405 3.655  C136 1.357, H142 1.007, H143 1.004
140 H 4.432 5.349 2.380  N138 1.006
141 H 4.939 4.763 0.823  N138 1.013
142 H 7.202 3.986 4.063  N139 1.007
143 H 5.740 4.898 4.250  N139 1.004
144 C 0.325 3.946 -4.380  O145 1.223, N146 1.356, N147 1.355
145 O 0.497 3.827 -3.175  C144 1.223
146 N 0.716 3.001 -5.271  C144 1.356, H148 1.004, H149 1.008
147 N -0.271 5.032 -4.930  C144 1.355, H150 1.007, H151 1.004
148 H 0.584 3.080 -6.263  N146 1.004
149 H 1.164 2.177 -4.901  N146 1.008
150 H -0.576 5.756 -4.299  N147 1.007
151 H -0.421 5.149 -5.915  N147 1.004

* multiplicity: 1
* HOMO energy: -10.5408 eV
* total charge: +1
* energy: -148267.1838 eV
* LUMO level: -5.15 eV

Mulliken atomic charge list, values in e, 4 entries: -0.78, 0.95, -0.94, -0.50

=====

2.
Below is a cluster of 9 separate species, C32H64O15S2 in total, with properties calculated with the ωB97M-V functional and the def2-TZVPD basis.

Bonds (Å) are listed after each position.
Cartesian coordinates (Å):
1 C 5.831 -0.259 1.866  C2 1.530, C5 1.554, H6 1.088, H7 1.090
2 C 5.648 -0.575 0.380  C1 1.530, C3 1.534, H8 1.092, H9 1.095
3 C 5.879 -2.090 0.334  C2 1.534, O4 1.441, H10 1.083, H11 1.095
4 O 6.984 -2.258 1.243  C3 1.441, C5 1.405
5 C 6.771 -1.404 2.337  C1 1.554, O4 1.405, H12 1.091, H13 1.098
6 H 4.863 -0.188 2.358  C1 1.088
7 H 6.337 0.675 2.115  C1 1.090
8 H 6.290 -0.053 -0.332  C2 1.092
9 H 4.669 -0.366 -0.063  C2 1.095
10 H 6.155 -2.530 -0.617  C3 1.083
11 H 5.029 -2.567 0.834  C3 1.095
12 H 7.747 -1.015 2.630  C5 1.091
13 H 6.349 -1.873 3.235  C5 1.098
14 C -1.093 5.186 0.459  C15 1.481, C18 1.507, H19 1.097, H20 1.095
15 C -1.125 6.494 -0.236  C14 1.481, C16 1.559, H21 1.092, H22 1.091
16 C -0.340 7.363 0.794  C15 1.559, O17 1.423, H23 1.091, H24 1.096
17 O -0.723 6.808 2.047  C16 1.423, C18 1.435
18 C -1.116 5.432 1.945  C14 1.507, O17 1.435, H25 1.090, H26 1.093
19 H -0.111 4.758 0.223  C14 1.097
20 H -1.786 4.418 0.102  C14 1.095
21 H -2.082 7.011 -0.331  C15 1.092
22 H -0.599 6.512 -1.191  C15 1.091
23 H -0.597 8.406 0.603  C16 1.091
24 H 0.738 7.322 0.602  C16 1.096
25 H -2.069 5.278 2.451  C18 1.090
26 H -0.336 4.811 2.394  C18 1.093
27 C 2.553 -0.734 3.975  C28 1.499, C31 1.494, H32 1.091, H33 1.094
28 C 2.354 -1.938 3.102  C27 1.499, C29 1.571, H34 1.095, H35 1.095
29 C 1.450 -2.830 4.028  C28 1.571, O30 1.437, H36 1.091, H37 1.088
30 O 0.841 -1.885 4.923  C29 1.437, C31 1.418
31 C 1.173 -0.566 4.520  C27 1.494, O30 1.418, H38 1.090, H39 1.101
32 H 3.009 0.090 3.424  C27 1.091
33 H 3.279 -1.084 4.715  C27 1.094
34 H 3.305 -2.420 2.856  C28 1.095
35 H 1.894 -1.796 2.119  C28 1.095
36 H 2.120 -3.539 4.516  C29 1.091
37 H 0.785 -3.394 3.375  C29 1.088
38 H 1.060 0.146 5.337  C31 1.090
39 H 0.512 -0.230 3.706  C31 1.101
40 C -4.994 -1.388 4.096  C41 1.542, C44 1.510, H45 1.088, H46 1.094
41 C -3.765 -1.344 5.026  C40 1.542, C42 1.557, H47 1.088, H48 1.098
42 C -2.612 -1.103 4.009  C41 1.557, O43 1.407, H49 1.089, H50 1.095
43 O -3.206 -0.739 2.787  C42 1.407, C44 1.425
44 C -4.579 -0.428 3.007  C40 1.510, O43 1.425, H51 1.089, H52 1.095
45 H -5.924 -1.144 4.606  C40 1.088
46 H -5.072 -2.373 3.627  C40 1.094
47 H -3.598 -2.078 5.812  C41 1.088
48 H -3.928 -0.426 5.606  C41 1.098
49 H -2.060 -2.031 3.859  C42 1.089
50 H -2.059 -0.316 4.531  C42 1.095
51 H -5.187 -0.661 2.134  C44 1.089
52 H -4.731 0.602 3.347  C44 1.095
53 C 1.444 -0.969 -4.725  C54 1.545, C57 1.511, H58 1.086, H59 1.094
54 C 1.316 -1.384 -3.243  C53 1.545, C55 1.532, H60 1.089, H61 1.091
55 C 2.146 -2.663 -3.088  C54 1.532, O56 1.433, H62 1.088, H63 1.093
56 O 2.254 -3.174 -4.422  C55 1.433, C57 1.420
57 C 2.247 -2.091 -5.341  C53 1.511, O56 1.420, H64 1.085, H65 1.101
58 H 1.800 0.058 -4.735  C53 1.086
59 H 0.458 -0.912 -5.195  C53 1.094
60 H 0.279 -1.608 -2.992  C54 1.089
61 H 1.695 -0.591 -2.596  C54 1.091
62 H 1.576 -3.400 -2.526  C55 1.088
63 H 3.161 -2.472 -2.730  C55 1.093
64 H 1.909 -2.375 -6.331  C57 1.085
65 H 3.265 -1.675 -5.394  C57 1.101
66 C 1.484 4.689 -5.249  C67 1.534, C70 1.523, H71 1.091, H72 1.091
67 C 0.901 4.104 -3.957  C66 1.534, C68 1.565, H73 1.092, H74 1.087
68 C 1.205 2.576 -4.105  C67 1.565, O69 1.417, H75 1.086, H76 1.096
69 O 1.248 2.401 -5.511  C68 1.417, C70 1.405
70 C 1.842 3.507 -6.141  C66 1.523, O69 1.405, H77 1.087, H78 1.101
71 H 2.372 5.277 -5.011  C66 1.091
72 H 0.736 5.320 -5.731  C66 1.091
73 H -0.183 4.235 -3.979  C67 1.092
74 H 1.247 4.533 -3.020  C67 1.087
75 H 0.461 1.911 -3.678  C68 1.086
76 H 2.178 2.357 -3.651  C68 1.096
77 H 1.503 3.558 -7.172  C70 1.087
78 H 2.936 3.402 -6.076  C70 1.101
79 C -6.378 -1.260 -3.206  C80 1.517, C83 1.495, H84 1.089, H85 1.093
80 C -6.097 -0.403 -1.987  C79 1.517, C81 1.565, H86 1.089, H87 1.092
81 C -4.983 -1.192 -1.221  C80 1.565, O82 1.442, H88 1.093, H89 1.089
82 O -4.552 -2.243 -2.109  C81 1.442, C83 1.438
83 C -5.753 -2.566 -2.831  C79 1.495, O82 1.438, H90 1.094, H91 1.092
84 H -5.964 -0.816 -4.109  C79 1.089
85 H -7.454 -1.325 -3.391  C79 1.093
86 H -6.885 -0.186 -1.267  C80 1.089
87 H -5.724 0.550 -2.367  C80 1.092
88 H -5.358 -1.676 -0.315  C81 1.093
89 H -4.164 -0.523 -0.963  C81 1.089
90 H -6.358 -3.178 -2.156  C83 1.094
91 H -5.565 -3.156 -3.731  C83 1.092
92 C -0.972 1.361 1.563  C93 1.538, O98 1.436, H99 1.082, H100 1.094
93 C -0.769 0.012 0.853  C92 1.538, O94 1.423, H101 1.088, H102 1.101
94 O 0.174 0.199 -0.195  C93 1.423, S95 1.617
95 S 1.181 1.437 0.067  O94 1.617, O96 1.429, O97 1.443, O98 1.626
96 O 0.983 2.372 -0.997  S95 1.429
97 O 2.484 1.004 0.511  S95 1.443
98 O 0.294 1.992 1.311  C92 1.436, S95 1.626
99 H -1.186 1.367 2.623  C92 1.082
100 H -1.719 1.913 0.984  C92 1.094
101 H -1.570 -0.568 0.400  C93 1.088
102 H -0.232 -0.672 1.528  C93 1.101
103 C 0.463 -3.764 0.487  C104 1.499, O109 1.415, H110 1.094, H111 1.090
104 C 0.033 -5.144 0.090  C103 1.499, O105 1.414, H112 1.093, H113 1.088
105 O -1.371 -4.994 0.175  C104 1.414, S106 1.647
106 S -1.729 -4.363 1.653  O105 1.647, O107 1.432, O108 1.436, O109 1.659
107 O -1.386 -5.278 2.701  S106 1.432
108 O -3.035 -3.767 1.623  S106 1.436
109 O -0.465 -3.308 1.453  C103 1.415, S106 1.659
110 H 0.345 -3.149 -0.410  C103 1.094
111 H 1.497 -3.714 0.828  C103 1.090
112 H 0.491 -5.912 0.718  C104 1.093
113 H 0.313 -5.355 -0.940  C104 1.088

* structure (SMILES): O=S1(=O)OCCO1.O=S1(=O)OCCO1.C1CCOC1.C1CCOC1.C1CCOC1.C1CCOC1.C1CCOC1.C1CCOC1.C1CCOC1
* multiplicity: 1
* HOMO energy: -9.5742 eV
* energy: -86597.7492 eV
* LUMO level: 0.35 eV

Mulliken atomic charge list, values in e, 4 entries: 0.37, -0.20, -0.28, -0.48

=====

The HOMO-LUMO gap results, record by record, are as follows: 0.19814, 0.36472 Ha.